Entry 1:
Below is 2 unconnected molecules or ions with the total composition C11H15N3 at a distorted geometry, with properties calculated with the ωB97M-V functional and the def2-TZVPD basis.

Geometry (Å):
C: 2.027 0.531 0.534
C: 0.291 1.603 -3.593
C: 1.106 0.440 -3.604
C: 0.268 2.068 -2.314
C: 1.540 0.238 -2.329
C: -0.946 -1.811 2.319
C: -0.346 -1.978 0.927
C: -0.685 -0.386 2.790
C: -0.954 -0.944 -0.033
C: -1.285 0.608 1.787
C: 1.201 1.368 -0.196
N: 2.714 -0.152 1.161
N: 1.036 1.241 -1.538
N: -0.994 0.403 0.412
H: -0.211 2.029 -4.438
H: 1.341 -0.163 -4.459
H: -0.238 2.912 -1.889
H: 2.183 -0.516 -1.920
H: -2.024 -1.996 2.282
H: -0.503 -2.530 3.010
H: 0.733 -1.829 0.980
H: -0.531 -2.982 0.542
H: -1.125 -0.211 3.772
H: 0.391 -0.218 2.861
H: -0.442 -0.961 -1.004
H: -2.001 -1.228 -0.237
H: -2.385 0.549 1.859
H: -1.013 1.635 2.049
H: 0.853 2.280 0.265

Properties
ΔE to the lowest compared entry with this formula, charge and spin: 3.350 eV
E_HOMO (spin up / spin down): -8.785 / -7.680 eV
LUMO energy (spin up / spin down): -0.8 / -0.1 eV
F_max: 1.1 eV/Å

Mulliken population analysis, charges in e, atoms 1 to 5: 0.297, -0.497, -0.526, -0.516, -0.418

=====

Entry 2:
Below is a molecular structure, C20H19N5O2Zr at a distorted geometry, with properties calculated with the ωB97M-V functional and the def2-TZVPD basis.

Geometry (Å):
N: -0.089 2.544 -0.682
C: 0.155 3.656 -0.440
C: 0.388 5.046 -0.154
H: -0.581 5.581 -0.182
H: 1.071 5.415 -0.942
H: 0.863 5.137 0.844
N: 2.351 -1.614 -1.380
C: 3.346 -2.192 -1.195
C: 4.566 -2.927 -0.972
H: 5.338 -2.495 -1.633
H: 4.369 -3.985 -1.218
H: 4.848 -2.814 0.101
N: -2.059 -0.928 -0.482
C: -3.012 -1.559 -0.335
C: -4.231 -2.301 -0.123
H: -4.058 -3.055 0.671
H: -4.475 -2.795 -1.084
H: -5.029 -1.592 0.174
Zr: 0.336 -0.012 -1.680
C: 0.329 -2.144 0.906
O: -0.121 -2.829 1.736
C: 1.572 0.601 0.314
O: 2.198 1.137 1.130
C: 0.804 1.312 -3.363
C: -0.599 1.353 -3.169
C: -1.368 0.158 -3.109
C: -0.745 -1.102 -3.268
C: 0.657 -1.152 -3.563
C: 1.434 0.048 -3.589
H: 1.388 2.233 -3.463
H: -1.123 2.313 -3.165
H: -2.457 0.224 -3.063
H: -1.337 -2.019 -3.304
H: 1.102 -2.107 -3.822
H: 2.491 0.018 -3.856
N: 1.473 -0.409 6.691
C: 0.779 -0.202 5.762
C: -0.059 0.048 4.613
C: -1.385 0.509 4.742
C: -2.155 0.725 3.601
C: -1.539 0.470 2.358
N: -0.294 0.054 2.268
C: 0.454 -0.176 3.320
H: -1.789 0.691 5.748
H: -3.184 1.077 3.635
H: -2.098 0.616 1.429
H: 1.475 -0.554 3.194

Properties
net charge: +4
ΔE to the lowest compared entry with this formula, charge and spin: 5.874 eV
E_HOMO (spin up / spin down): -19.856 / -19.940 eV
LUMO energy (spin up / spin down): -17.5 / -17.5 eV
F_max: 13.9 eV/Å

Mulliken population analysis, charges in e, atoms 1 to 5: -0.363, 0.316, -0.839, 0.344, 0.331

=====

The highest F_max belongs to which entry? C20H19N5O2Zr

=====

What is the formula in the second record? C20H19N5O2Zr

=====

Copy entry 1 word for word.
Below is 2 unconnected molecules or ions with the total composition C11H15N3 at a distorted geometry, with properties calculated with the ωB97M-V functional and the def2-TZVPD basis.

Geometry (Å):
C: 2.027 0.531 0.534
C: 0.291 1.603 -3.593
C: 1.106 0.440 -3.604
C: 0.268 2.068 -2.314
C: 1.540 0.238 -2.329
C: -0.946 -1.811 2.319
C: -0.346 -1.978 0.927
C: -0.685 -0.386 2.790
C: -0.954 -0.944 -0.033
C: -1.285 0.608 1.787
C: 1.201 1.368 -0.196
N: 2.714 -0.152 1.161
N: 1.036 1.241 -1.538
N: -0.994 0.403 0.412
H: -0.211 2.029 -4.438
H: 1.341 -0.163 -4.459
H: -0.238 2.912 -1.889
H: 2.183 -0.516 -1.920
H: -2.024 -1.996 2.282
H: -0.503 -2.530 3.010
H: 0.733 -1.829 0.980
H: -0.531 -2.982 0.542
H: -1.125 -0.211 3.772
H: 0.391 -0.218 2.861
H: -0.442 -0.961 -1.004
H: -2.001 -1.228 -0.237
H: -2.385 0.549 1.859
H: -1.013 1.635 2.049
H: 0.853 2.280 0.265

Properties
ΔE to the lowest compared entry with this formula, charge and spin: 3.350 eV
E_HOMO (spin up / spin down): -8.785 / -7.680 eV
LUMO energy (spin up / spin down): -0.8 / -0.1 eV
F_max: 1.1 eV/Å

Mulliken population analysis, charges in e, atoms 1 to 5: 0.297, -0.497, -0.526, -0.516, -0.418

=====

Copy entry 2 word for word.
Below is a molecular structure, C20H19N5O2Zr at a distorted geometry, with properties calculated with the ωB97M-V functional and the def2-TZVPD basis.

Geometry (Å):
N: -0.089 2.544 -0.682
C: 0.155 3.656 -0.440
C: 0.388 5.046 -0.154
H: -0.581 5.581 -0.182
H: 1.071 5.415 -0.942
H: 0.863 5.137 0.844
N: 2.351 -1.614 -1.380
C: 3.346 -2.192 -1.195
C: 4.566 -2.927 -0.972
H: 5.338 -2.495 -1.633
H: 4.369 -3.985 -1.218
H: 4.848 -2.814 0.101
N: -2.059 -0.928 -0.482
C: -3.012 -1.559 -0.335
C: -4.231 -2.301 -0.123
H: -4.058 -3.055 0.671
H: -4.475 -2.795 -1.084
H: -5.029 -1.592 0.174
Zr: 0.336 -0.012 -1.680
C: 0.329 -2.144 0.906
O: -0.121 -2.829 1.736
C: 1.572 0.601 0.314
O: 2.198 1.137 1.130
C: 0.804 1.312 -3.363
C: -0.599 1.353 -3.169
C: -1.368 0.158 -3.109
C: -0.745 -1.102 -3.268
C: 0.657 -1.152 -3.563
C: 1.434 0.048 -3.589
H: 1.388 2.233 -3.463
H: -1.123 2.313 -3.165
H: -2.457 0.224 -3.063
H: -1.337 -2.019 -3.304
H: 1.102 -2.107 -3.822
H: 2.491 0.018 -3.856
N: 1.473 -0.409 6.691
C: 0.779 -0.202 5.762
C: -0.059 0.048 4.613
C: -1.385 0.509 4.742
C: -2.155 0.725 3.601
C: -1.539 0.470 2.358
N: -0.294 0.054 2.268
C: 0.454 -0.176 3.320
H: -1.789 0.691 5.748
H: -3.184 1.077 3.635
H: -2.098 0.616 1.429
H: 1.475 -0.554 3.194

Properties
net charge: +4
ΔE to the lowest compared entry with this formula, charge and spin: 5.874 eV
E_HOMO (spin up / spin down): -19.856 / -19.940 eV
LUMO energy (spin up / spin down): -17.5 / -17.5 eV
F_max: 13.9 eV/Å

Mulliken population analysis, charges in e, atoms 1 to 5: -0.363, 0.316, -0.839, 0.344, 0.331